Record 1
Computed, not measured: C31H27N2PdS2Sb as an isolated structure, with ωB97M-V with the def2-TZVPD basis set.

Values from the calculation:
- LUMO: -8.260 eV
- Frontier orbital gap: 6.317 eV
- HOMO energy: -14.58 eV
- Electronic energy: -2470.90245 hartree
- Total charge: +2

Positions of all 64 atoms, in Å:
Sb1 -0.056458 -0.248222 -1.014761
Pd1 0.085983 0.680866 1.450045
S1 1.470355 2.043840 0.251055
S2 -1.304295 2.207608 0.450403
N1 2.350063 4.657472 -2.189703
N2 -2.190333 4.946861 -1.859862
C1 3.996409 -1.819082 -1.206118
C2 1.639175 -1.482462 -0.928792
C3 2.893716 -0.980084 -1.268902
C4 -2.886344 -1.094176 -0.137802
C5 -2.123024 -1.579532 3.030921
C6 2.901784 -1.111237 2.587420
C7 -0.229727 1.024027 -2.649928
C8 -0.912228 0.548452 3.655285
C9 2.590334 -3.625463 -0.441802
C10 -1.523586 1.400183 -3.002757
C11 -4.046582 -1.849722 -0.222587
C12 0.389636 -1.290610 2.783100
C13 -1.697559 2.257310 -4.077516
C14 0.161215 2.651240 4.563999
C15 -4.113325 -2.927744 -1.090910
C16 1.477795 -2.798411 -0.502616
C17 0.091555 3.986260 -1.153956
C18 0.253629 1.297817 3.931170
C19 0.079268 2.965365 -0.280192
C20 -3.021457 -3.258450 -1.883229
C21 -0.591956 2.724199 -4.778323
C22 3.841578 -3.137002 -0.794927
C23 0.692749 2.338682 -4.417265
C24 -1.857888 -2.509147 -1.806042
C25 0.886768 1.489166 -3.339656
C26 -0.871717 -0.763982 3.143258
C27 1.476860 0.743237 3.554561
C28 -1.793769 -1.428604 -0.931084
C29 -1.150654 4.571476 -1.549535
C30 1.567059 -0.534899 2.947824
C31 1.330975 4.409346 -1.722235
H1 1.021950 3.268219 4.314191
H2 0.130070 2.544917 5.650202
H3 3.338654 -1.576558 3.474054
H4 4.973182 -1.446711 -1.482298
H5 0.458438 -2.289271 2.367889
H6 3.592441 -0.339705 2.249524
H7 -1.876496 0.981686 3.897999
H8 2.387116 1.313166 3.701533
H9 0.500744 -3.183059 -0.235037
H10 -5.022935 -3.508906 -1.155599
H11 -2.028248 -2.362934 2.281694
H12 -3.075702 -4.093486 -2.568080
H13 1.889872 1.200561 -3.056788
H14 -2.694681 2.564060 -4.361165
H15 1.544968 2.709952 -4.969581
H16 -1.016987 -2.763852 -2.441823
H17 2.477301 -4.654231 -0.128368
H18 -0.731186 3.397330 -5.613099
H19 -0.747065 3.168597 4.258147
H20 -2.857740 -0.251287 0.537838
H21 -4.905876 -1.592928 0.382327
H22 4.703937 -3.788468 -0.750663
H23 2.809798 -1.875193 1.817115
H24 -2.982506 -0.959887 2.780711
H25 -2.385287 1.033395 -2.457575
H26 -2.329968 -2.047591 3.995684
H27 3.020172 0.047628 -1.587389

Cartesian forces, eV/Å:
-0.0261 -0.2718 0.0782
0.1139 0.3612 0.2262
-0.1191 -0.0123 -0.2312
-0.0203 -0.1490 0.0887
0.1043 0.0180 0.0258
-0.0932 0.0589 0.0202
-0.0413 0.0090 0.0252
-0.1480 0.1967 -0.0433
0.0066 -0.0036 -0.0360
-0.0040 0.0051 -0.0695
-0.0117 -0.0367 0.0565
0.0076 0.0196 -0.0198
0.0668 -0.0568 0.1051
-0.0728 0.1383 0.1676
-0.0283 -0.0381 0.0019
-0.0155 -0.0152 -0.0830
-0.0143 0.0423 0.0470
-0.0858 0.0476 -0.0219
-0.0036 -0.0228 -0.0058
-0.0016 -0.0101 0.0048
0.0343 -0.0752 -0.0767
0.0132 0.0113 -0.0373
-0.1112 0.0281 0.1049
-0.0602 -0.0183 -0.0153
0.2468 -0.0478 0.0749
-0.0483 -0.0164 0.0248
-0.0325 -0.0120 0.0100
0.0308 -0.0145 0.0089
0.0328 0.0043 -0.0118
0.1581 -0.0385 -0.1403
-0.0230 -0.0473 -0.0348
0.0979 -0.1556 -0.2491
-0.0578 0.0759 -0.0363
0.0038 0.1585 0.1336
0.0539 -0.0131 -0.0584
-0.0124 -0.1530 -0.0411
-0.0414 -0.0042 -0.0667
0.0103 -0.0016 0.0022
-0.0029 0.0001 0.0093
-0.0003 0.0011 0.0057
0.0105 0.0110 -0.0033
-0.0197 0.0137 0.0059
0.0027 0.0049 -0.0020
0.0006 -0.0101 -0.0097
0.0001 0.0030 -0.0108
-0.0264 -0.0307 -0.0137
-0.0021 -0.0135 -0.0124
0.0107 -0.0190 0.0282
0.0000 -0.0063 0.0002
0.0082 0.0269 -0.0126
-0.0032 0.0179 -0.0052
0.0222 -0.0014 0.0150
-0.0052 -0.0358 -0.0094
0.0055 -0.0187 0.0080
-0.0141 0.0073 -0.0114
-0.0054 0.0031 -0.0009
0.0502 0.1133 -0.0017
0.0082 0.0249 0.0194
-0.0012 -0.0103 -0.0038
0.0109 0.0052 -0.0093
0.0023 0.0075 0.0534
-0.0085 0.0075 0.0008
0.0238 -0.0273 -0.0011
0.0242 -0.0353 0.0337

***

Record 2
Computed, not measured: C31H28IN6O3S5Ti as an isolated structure in a non-equilibrium geometry, with ωB97M-V with the def2-TZVPD basis set.

Values from the calculation:
- LUMO: -3.536 eV
- Frontier orbital gap: 6.555 eV
- HOMO energy: -10.09 eV
- Electronic energy: -4890.39039 hartree
- Total charge: +1

Positions of all 75 atoms, in Å:
I1 4.650831 -0.374200 -0.946865
Ti1 0.827231 -0.494800 0.805435
S1 -0.458869 -3.442900 1.720435
S2 2.409531 -2.217500 1.360035
S3 1.642331 -0.422000 3.631835
S4 2.216631 1.400200 0.912135
S5 -0.819869 0.256000 -1.865665
O1 0.324031 0.803000 -2.577965
O2 -0.864069 -1.202400 -1.867565
O3 1.463231 -0.924800 -0.857865
N1 -1.427669 2.678500 -0.847765
N2 -0.766369 -0.519100 2.170635
N3 -0.541369 2.262300 1.309735
N4 -0.633169 0.596700 -0.267965
N5 1.707531 -1.576500 -2.985365
N6 -5.673669 1.784100 -4.842065
C1 -3.246969 0.203400 3.165835
C2 5.353231 0.975900 4.187135
C3 -1.671069 -2.332100 0.862235
C4 1.877031 -3.477100 0.261635
C5 -3.130969 -0.831700 2.253735
C6 3.026331 0.299000 -2.164665
C7 0.412931 0.939700 3.719535
C8 -4.554769 0.317400 -3.308165
C9 -2.313669 0.808800 -2.641865
C10 4.135531 0.342300 4.338135
C11 -3.442069 2.291200 -4.132465
C12 4.660831 1.783600 2.034935
C13 -2.097769 0.813400 3.632635
C14 -1.315469 4.438100 0.738335
C15 0.939731 -5.425800 -1.494665
C16 -0.870369 1.878900 0.064735
C17 -4.575669 1.463400 -4.113865
C18 5.615631 1.689500 3.028235
C19 0.574831 -3.973700 0.373635
C20 0.112731 -4.948100 -0.492765
C21 3.165931 0.451200 3.352235
C22 -1.873369 -1.166300 1.768535
C23 3.419131 1.169500 2.182835
C24 1.952731 -0.723800 -1.991465
C25 -3.430569 -0.006000 -2.580265
C26 2.244531 -4.961300 -1.595865
C27 2.719331 -4.007400 -0.714465
C28 -1.651269 3.933100 -0.509565
C29 -0.759269 3.529700 1.623335
C30 -0.862769 0.422200 3.121335
C31 -2.316769 1.958300 -3.415265
H1 -6.397369 1.096900 -4.964365
H2 3.739831 -3.658900 -0.769665
H3 3.373331 0.387100 -3.188565
H4 -0.456069 3.820300 2.622835
H5 -3.388069 -0.907900 -1.991765
H6 -4.216469 0.501800 3.532435
H7 0.570831 -6.189400 -2.160865
H8 -2.111669 4.542200 -1.276465
H9 0.819731 1.786400 3.161835
H10 2.897431 -5.360600 -2.357765
H11 -5.424769 -0.317800 -3.268365
H12 -3.465669 3.192400 -4.723765
H13 2.015931 -1.365100 -3.920565
H14 0.864931 -2.132400 -2.887665
H15 -2.598069 -2.888400 0.718635
H16 -1.251169 -2.039200 -0.110665
H17 -0.883469 -5.339500 -0.359565
H18 6.088831 0.914500 4.972535
H19 0.263031 1.221700 4.763735
H20 -5.606669 2.510000 -5.533265
H21 2.712131 1.267300 -1.774065
H22 6.568231 2.175000 2.891135
H23 4.857931 2.335600 1.129735
H24 -1.427569 2.565100 -3.446265
H25 -1.470569 5.469800 0.997135
H26 -3.999669 -1.380700 1.931235
H27 3.923031 -0.245300 5.217235
H28 -2.151869 1.577200 4.390335

Cartesian forces, eV/Å:
0.3636 0.0835 -0.4484
2.1817 0.2330 2.5523
-0.3981 -0.1080 -0.3780
-0.1706 0.1441 0.1814
-0.1841 0.6445 -0.9833
-0.1061 -0.4497 0.1661
0.1943 -1.0409 -0.9419
-0.8321 0.8180 -0.1468
-0.7264 0.2334 -0.2785
0.1070 -0.3798 -1.2538
0.3346 -0.0648 0.2115
-0.9544 0.2462 0.5505
-0.4496 -0.0004 -0.6015
0.0571 -0.8425 -0.8949
-0.2127 0.3068 0.5249
-0.3440 0.0807 -0.1390
0.3044 0.1192 0.0169
0.1328 -0.0016 -0.0137
0.4288 -0.5102 0.1900
0.0897 -0.0334 -0.0961
0.4226 -0.0907 -0.1928
0.0655 0.0444 0.2264
0.4645 0.0240 0.3273
-0.0477 0.0835 -0.0102
0.4277 -0.3224 0.3514
-0.0031 0.0442 -0.0061
0.1240 -0.0653 0.0521
-0.2842 0.0134 -0.0664
0.0440 -0.2320 -0.1069
0.0003 -0.1096 -0.0442
-0.0659 -0.0373 0.0010
-0.5826 1.9881 0.9180
0.3077 -0.1617 0.3249
0.0033 0.0037 0.1044
-0.2222 0.0847 0.3195
0.1265 -0.0899 -0.1635
-0.2212 -0.1223 0.2500
-0.8823 -0.0436 0.2831
-0.0714 -0.0491 0.0757
1.0781 -0.6733 -1.1660
0.1379 -0.0615 0.0018
-0.0265 -0.1024 -0.0203
-0.0893 0.1002 0.0941
0.0852 0.1452 0.2226
-0.0624 0.0793 -0.2151
-0.2230 -0.0652 0.5245
-0.0812 0.0574 -0.1907
0.0246 0.1098 -0.0486
0.0639 0.0573 -0.0736
-0.0666 -0.0546 0.0020
-0.0498 0.1193 0.0912
-0.1019 -0.1544 0.0587
-0.0925 0.0213 0.0857
0.0209 -0.0714 -0.1368
-0.0300 0.1802 -0.0068
-0.1455 -0.1443 0.0549
0.0744 -0.0336 -0.0502
-0.1271 -0.1275 -0.0008
0.0816 0.1281 -0.1408
0.0656 0.0780 0.1036
0.1244 -0.0862 0.0307
0.0256 0.2566 -0.1493
-0.2334 -0.1298 0.1553
-0.1081 -0.0682 -0.0387
0.1294 -0.0477 0.0496
-0.0796 -0.0084 -0.1177
-0.0696 -0.0722 -0.0143
0.0356 -0.2507 -0.0458
0.1299 0.0671 0.0102
0.0755 0.0674 -0.0967
0.0374 0.1432 -0.0584
-0.0487 0.1379 0.0607
-0.0535 -0.1099 -0.1053
-0.0128 -0.0045 0.1449
0.0902 0.0774 0.1237

***

Record 3
Computed, not measured: C31H28INO4PRuS as an isolated structure in a non-equilibrium geometry, with ωB97M-V with the def2-TZVPD basis set.

Values from the calculation:
- LUMO (spin up / spin down): -2.805 / -3.905 eV
- Frontier orbital gap (spin up / spin down): 7.095 / 6.818 eV
- HOMO energy (spin up / spin down): -9.90 / -10.72 eV
- Electronic energy: -2685.53035 hartree
- 2S+1: 5
- Total charge: +1

Positions of all 68 atoms, in Å:
I1 -1.157718 4.672217 -1.262731
Ru1 -0.264373 -2.146220 -1.008033
S1 -2.496846 -0.270053 0.044060
P1 0.074546 1.627588 0.798250
O1 -1.406762 1.151843 0.613205
O2 -3.576621 0.061758 0.954219
O3 -2.441252 -0.110470 -1.411288
O4 -1.676641 -1.422744 0.450766
N1 -1.474283 -3.976845 -1.267171
C1 -3.536881 5.005565 2.397595
C2 -2.575327 5.188025 3.311377
C3 2.723685 -0.986560 2.439975
C4 -0.550023 -4.964586 -1.770180
C5 1.846858 1.810398 -3.390429
C6 -2.625767 -3.781164 -2.258714
C7 0.608540 -4.306354 -2.446618
C8 2.203608 -4.346707 -4.298738
C9 0.642115 0.742300 -1.601413
C10 1.113746 3.412943 2.555170
C11 1.872116 2.835596 -1.175181
C12 2.326364 2.845552 -2.483874
C13 -3.187799 4.737457 1.027688
C14 0.873256 0.443083 1.866657
C15 -1.004707 4.104653 1.786078
C16 -1.897205 4.405533 0.738602
C17 0.048855 3.131393 1.733371
C18 1.034090 4.367234 3.599688
C19 1.126039 -0.469855 4.086790
C20 0.442248 0.320022 3.200645
C21 -2.019679 -4.335376 0.069574
C22 1.071802 0.776705 -2.946831
C23 1.009513 -3.031779 -2.205134
C24 1.267262 -4.968823 -3.533696
C25 2.086286 -2.448203 -2.772321
C26 -0.152486 5.009864 3.887584
C27 2.320628 -1.133668 3.747923
C28 -1.240658 4.852759 2.961100
C29 0.946215 1.783740 -0.755184
C30 2.660534 -3.058843 -3.908968
C31 2.085292 -0.277674 1.453500
H1 -2.240373 -3.309485 -3.151557
H2 -0.506736 5.507956 4.837096
H3 -2.674758 -5.199987 0.030153
H4 -2.620701 -3.555072 0.508131
H5 3.516006 -2.674656 -4.571404
H6 0.918608 -5.991568 -3.818522
H7 -0.166348 -5.636222 -0.961454
H8 2.467206 -0.330832 0.410024
H9 -0.326565 0.930313 3.647323
H10 -1.035410 -5.666721 -2.500401
H11 -3.136197 -4.739465 -2.500255
H12 1.916690 4.396905 4.294055
H13 -1.269417 -4.597416 0.822024
H14 2.052690 2.826822 2.564777
H15 3.012935 3.621481 -2.754912
H16 2.554021 -4.754754 -5.240631
H17 -3.918523 4.690813 0.240982
H18 2.511127 -1.522831 -2.312177
H19 2.132703 3.611248 -0.473635
H20 -3.349145 -3.137748 -1.759510
H21 -4.577436 5.103781 2.636573
H22 3.609861 -1.572774 2.104523
H23 2.811521 -1.741838 4.506017
H24 0.786287 -0.066097 -3.604353
H25 -2.746274 5.599779 4.278683
H26 0.804627 -0.522217 5.147197
H27 0.062607 -0.206853 -1.238608
H28 2.312427 1.687138 -4.367451

Cartesian forces, eV/Å:
-0.5269 -0.5121 0.7637
-0.5929 0.5288 0.7881
0.2545 2.1636 0.6171
-0.5443 -0.4182 -0.0807
-0.0262 -0.1035 -0.5372
1.4055 -0.8751 -2.4141
-0.8372 -0.0893 2.2505
-0.2487 0.2479 0.5713
-2.2791 -0.4933 0.3993
-0.9361 -0.3420 -1.5251
1.1011 0.4587 -0.4600
2.3393 -2.0046 -0.9215
0.6680 -1.8743 -0.3902
1.8374 0.9254 0.7672
0.4356 -0.4317 1.3421
0.9559 -2.0293 -2.9868
0.4500 1.6943 0.0312
-0.3803 -0.6883 -0.6713
0.8219 -0.4749 1.0089
-1.5350 -1.4493 -0.0664
-1.3563 -1.6761 0.2126
0.3190 -0.3140 0.8213
2.1520 -0.9158 -0.4583
0.0574 -0.0021 -0.4118
-0.6364 -0.3501 -1.0130
0.4508 1.9242 -0.0442
0.7823 0.2818 1.2303
1.0761 -0.8447 1.7166
0.3748 0.4329 -0.6043
-0.3312 -0.6985 0.1654
-0.7319 -0.8966 0.5437
-0.8413 0.1882 2.1775
-1.8782 -1.4635 0.8250
3.0705 1.0225 -2.0997
-1.4945 -0.5555 0.1259
-1.8717 0.8264 0.2005
1.1675 -0.9093 1.0693
1.0049 0.4984 -0.2481
1.0409 -0.1436 -0.6013
-2.4250 1.2328 0.4044
0.0470 0.0499 -0.2373
1.3542 -0.4185 -0.9735
-0.1397 -0.3820 -0.3476
-0.0524 0.4910 -0.2231
-1.4042 -0.0384 1.4915
0.3389 0.8851 0.2619
-0.3619 0.6799 -0.3419
-0.4622 0.4145 0.9392
-0.4853 0.0871 -0.4942
0.2043 0.5831 0.6308
0.5050 0.4508 0.1757
-1.0584 0.2627 -0.7826
0.3900 0.2503 -0.4902
-0.8017 0.0886 -0.1693
0.2148 0.1058 -0.5030
0.1113 -0.2432 0.2980
-0.2793 0.5252 -0.0827
-0.4137 -0.7021 -0.8650
0.0791 0.1176 0.0687
0.0004 0.1453 -0.2287
-0.3151 0.2465 0.1226
-0.5582 0.5759 0.3739
0.1702 0.1795 -0.4585
0.3130 0.6839 0.3381
-0.2718 0.1580 0.5810
0.0122 0.0639 -0.8762
0.9479 2.3342 -0.6937
-0.3769 0.5356 -0.0117

***

ΔE to the lowest compared entry with this formula, charge and spin in kcal per mole, matching the order above: 1.1, 58.4, 27.2